# 1
{
  "formula": "C12H17N",
  "method": "the ωB97M-V functional and the def2-TZVPD basis",
  "lumo_energy_ha": [0.1366, 0.1332],
  "multiplicity": 2,
  "homo_ha": [0.025, -0.108],
  "charge": -1,
  "species": ["C", "C", "C", "C", "C", "C", "C", "C", "C", "N", "H", "H", "H", "H", "H", "H", "H", "H", "H", "C", "C", "C", "H", "H", "H", "H", "H", "H", "H", "H"],
  "positions_angstrom": [[1.98338, -0.39723, 1.95939], [0.85422, -1.15352, -1.59525], [1.54048, -0.32231, -0.67784], [1.35980, -0.81911, 0.64627], [0.43973, -1.83454, 0.51543], [0.84982, -0.96273, -2.98942], [1.53650, 0.20941, -3.43747], [2.08808, 0.90131, -1.15839], [2.08618, 1.10806, -2.54247], [0.17923, -2.12116, -0.81571], [-0.74174, -2.49702, -1.00761], [0.45872, -1.72759, -3.64676], [0.05268, -2.55108, 1.23225], [1.49044, 0.46658, -4.49376], [2.58119, 1.53993, -0.43123], [3.06313, -0.45931, 1.74190], [1.86410, -1.21205, 2.67906], [2.56130, 1.96975, -3.01281], [1.73135, 0.57814, 2.37898], [-2.19572, 1.44858, 1.49487], [-3.28995, 1.08048, 0.46583], [-1.52855, 0.19605, 2.05928], [-1.43169, 2.04880, 1.00242], [-2.74571, 2.02194, 2.26373], [-4.16974, 0.68298, 0.95983], [-1.27916, 0.19456, 3.12882], [-2.29646, -0.58839, 2.16396], [-2.88829, 0.35580, -0.25775], [-3.51709, 1.96100, -0.13786], [-0.63621, -0.11736, 1.51231]],
  "forces_ev_per_angstrom": [[1.0393, -1.0343, -1.1323], [-0.6791, -0.4322, 0.4699], [-0.0784, 0.1824, -0.1561], [-0.9852, -0.2014, -0.1244], [0.1734, -1.1562, 0.9044], [-0.1071, -0.0453, 0.7418], [-0.3646, -0.0530, -0.2127], [0.6132, 0.0757, 0.3076], [0.3179, 0.0798, -0.6573], [0.3057, 0.5242, -0.5668], [0.5043, 0.1891, -0.5320], [-0.0771, 0.1151, -0.1060], [0.1720, 0.2394, 0.2412], [0.2022, -0.0372, 0.0859], [0.0468, 0.2387, -0.3238], [-0.0367, 0.6222, 0.3521], [-0.4517, 0.2964, 0.2089], [-0.0583, 0.1273, 0.4173], [-0.1381, -0.0424, -0.1314], [-0.7055, -0.3228, 0.0619], [1.2815, 0.1652, -0.5453], [-0.8244, -0.3962, 1.2477], [-0.1208, 0.3160, 0.1540], [0.6955, 0.0496, -0.0803], [-0.1897, -0.0695, -0.0495], [0.4821, 0.9498, -0.0315], [0.2618, -0.2528, -0.9139], [-0.2111, -0.0520, 0.2825], [-0.4241, 0.0447, 0.1429], [-0.6437, -0.1203, -0.0547]],
  "mulliken_spin": [0.007, -0.099, 0.024, -0.101, 0.259, 0.347, 0.024, 0.438, -0.105, 0.096, -0.063, 0.051, 0.015, 0.005, 0.053, -0.007, 0.004, 0.009, -0.001, -0.002, 0.040, 0.048, -0.009, -0.004, -0.004, -0.014, -0.021, 0.003, -0.009, 0.014]
}

# 2
{
  "formula": "C2H5NO3",
  "method": "the ωB97M-V functional and the def2-TZVPD basis",
  "lumo_energy_ha": [0.0254, -0.1109],
  "multiplicity": 3,
  "homo_ha": [-0.178, -0.395],
  "species": ["C", "C", "N", "O", "O", "O", "H", "H", "H", "H", "H"],
  "positions_angstrom": [[-0.88846, -0.53465, -0.13492], [0.70516, 0.21239, -0.03034], [-1.70136, 0.33230, 0.11706], [1.17830, -0.63900, 0.93524], [0.46126, 1.51057, 0.29244], [1.39562, 0.07196, -1.23788], [-0.89924, -1.52377, -0.47155], [-2.63008, -0.02997, 0.16444], [1.52799, -0.17906, 1.70562], [-0.50326, 1.60479, 0.22179], [1.35407, -0.82556, -1.56190]],
  "forces_ev_per_angstrom": [[3.9066, -2.3811, -0.9621], [-0.1979, -0.9266, -0.4905], [-4.4065, 2.9441, 0.4633], [1.0310, 0.3798, -0.2149], [1.6670, -0.8457, -0.1284], [-0.8949, 1.2307, 1.2155], [0.5507, -1.2317, -0.7154], [-1.1696, 0.8098, 0.5020], [-0.1571, 0.4105, 0.1218], [-0.3228, 0.2121, 0.0838], [-0.0065, -0.6020, 0.1249]],
  "mulliken_spin": [0.802, 0.247, 0.592, 0.116, 0.007, 0.128, 0.054, 0.060, -0.006, 0.013, -0.013]
}

# 3
{
  "formula": "C20H21N3O2Se2Tl",
  "method": "the ωB97M-V functional and the def2-TZVPD basis",
  "lumo_energy_ha": 0.0920,
  "homo_ha": -0.125,
  "charge": -1,
  "species": ["Tl", "C", "C", "C", "C", "N", "C", "C", "C", "C", "C", "C", "N", "C", "C", "C", "C", "C", "N", "H", "H", "H", "H", "H", "H", "H", "H", "H", "H", "H", "O", "C", "C", "C", "O", "C", "Se", "C", "Se", "H", "H", "H", "H", "H", "H", "H", "H", "H", "H"],
  "positions_angstrom": [[-0.91872, 1.04179, -0.86399], [-0.68712, -3.52289, 0.41896], [0.00659, -3.82221, 1.58726], [0.02298, -2.87248, 2.59584], [-0.71235, -1.72276, 2.48829], [-1.48069, -1.47252, 1.40354], [-1.49944, -2.37350, 0.44955], [-0.53289, -0.64128, 3.48336], [-0.21357, -0.85280, 4.82067], [0.16689, 0.25932, 5.56460], [0.12141, 1.49703, 5.01288], [-0.38916, 1.61017, 3.73173], [-0.66954, 0.57636, 2.97042], [-0.50660, 2.92384, 3.11012], [0.55502, 3.85109, 3.07797], [0.41577, 5.03266, 2.40509], [-0.76686, 5.32673, 1.72566], [-1.78268, 4.36898, 1.88487], [-1.67748, 3.23353, 2.55547], [-0.83362, -4.18737, -0.38830], [0.53022, -4.72130, 1.65276], [0.66698, -3.07387, 3.44722], [-2.10226, -2.13662, -0.44553], [-0.30984, -1.79574, 5.23859], [0.34923, 0.15217, 6.65421], [0.37716, 2.35579, 5.58136], [1.49497, 3.57951, 3.49670], [1.35564, 5.59270, 2.26305], [-0.94319, 6.23887, 1.14113], [-2.77060, 4.42819, 1.45019], [1.47929, -3.25548, -3.85244], [0.27250, -2.50018, -3.86883], [0.54556, -1.00255, -4.11233], [1.26665, -0.94412, -5.42876], [1.74726, 0.34448, -5.87395], [-0.75909, -0.17917, -4.26510], [-2.21033, -0.30215, -2.99797], [1.48199, -0.34494, -3.02033], [1.29592, -0.78417, -1.09338], [1.99522, -2.88307, -3.14770], [-0.21723, -2.66724, -2.89053], [-0.30041, -2.87388, -4.72253], [0.70976, -1.41954, -6.24470], [2.12087, -1.58009, -5.39420], [1.17768, 0.96246, -5.47737], [-1.23953, -0.43648, -5.21920], [-0.52391, 0.85283, -4.47532], [1.38060, 0.73946, -3.11747], [2.51093, -0.59952, -3.31158]],
  "forces_ev_per_angstrom": [[0.0925, 0.0978, 0.2666], [-1.0835, 0.5898, 1.9170], [-1.0239, 1.3191, -1.5014], [0.5938, -0.9456, 0.5508], [-0.1390, 0.2082, -0.7262], [-0.0566, 0.0816, 0.9245], [0.4490, -0.0801, -1.2967], [-0.4242, 0.0941, -0.3109], [0.2118, 1.7984, -0.7982], [-0.4600, -1.4790, 1.6699], [-0.2456, 0.2839, -0.3279], [0.8066, 0.0418, 0.0865], [-0.1027, -0.0550, -0.1332], [-0.0713, 1.9393, -0.4606], [-0.9261, -1.3416, 0.2052], [0.8146, 0.6879, -1.1897], [-0.5577, -0.4721, 0.5218], [-0.1556, 0.3440, -0.2087], [0.4751, -0.5420, 0.1558], [0.3592, -0.6500, -0.7811], [0.9517, -1.2508, 0.2646], [-0.1746, 0.2539, 0.0788], [0.2230, -0.1013, 0.5353], [0.0957, -1.6739, 0.7566], [0.1765, -0.0045, -0.8620], [0.1794, 0.6860, 0.3320], [0.5990, -0.1378, 0.3199], [-0.8216, 0.2213, 0.1806], [0.2442, -0.5280, 0.2734], [0.0015, 0.7132, -0.3363], [-0.1257, -0.3683, -0.7095], [0.0861, 0.3338, 0.5418], [-0.5132, 0.6522, 1.1000], [0.7315, 0.0914, -1.3755], [0.6312, -1.6120, -0.2766], [0.0055, -0.7532, -1.1456], [-0.4724, -0.1034, 0.5067], [-0.0527, -0.4758, -0.5915], [0.0361, -0.1649, -0.3944], [0.4953, 0.1950, 0.8009], [-0.2698, 0.3569, -0.6782], [-0.2415, -0.1142, 0.3219], [-0.6670, 0.3183, 0.0620], [0.9693, -0.3074, 0.3588], [-1.0859, 1.4782, 0.6471], [0.1410, -0.4410, 0.0795], [0.3318, 0.6630, 0.4695], [0.1251, -0.0620, -0.0500], [-0.1561, 0.2150, 0.2264]],
  "lowdin_charge": [0.224, -0.057, -0.059, -0.035, -0.227, 0.112, -0.183, -0.199, -0.011, -0.069, -0.033, -0.236, 0.209, -0.230, -0.026, -0.090, -0.053, -0.151, 0.125, 0.093, 0.083, 0.109, 0.080, 0.086, 0.118, 0.105, 0.103, 0.112, 0.103, 0.103, -0.084, -0.239, -0.552, -0.237, -0.045, -0.646, 0.299, -0.584, 0.296, 0.043, 0.087, 0.127, 0.125, 0.104, 0.029, 0.048, 0.037, 0.036, 0.051]
}